1.
Below is a cluster of 10 separate species, C69H66O23S in total, with properties calculated with ωB97M-V/def2-TZVPD.

Summary:
structure (SMILES)	CCOCCCCC[C@H]1OS(=O)(=O)O[C@]1(CC)CC(C)C.O=C1C=CC(=O)C=C1.O=C1C=CC(=O)C=C1.O=C1C=CC(=O)C=C1.O=C1C=CC(=O)C=C1.O=C1C=CC(=O)C=C1.O=C1C=CC(=O)C=C1.O=C1C=CC(=O)C=C1.O=C1C=CC(=O)C=C1.O=C1C=CC(=O)C=C1
LUMO energy	-0.07331	Eh
charge	0
energy	-130539.9016	eV

Geometry (Å):
C: -2.32356 -0.60782 -0.32596
C: -2.29927 -2.12169 -0.52353
O: -1.51731 -2.44953 -1.66421
C: -0.66316 -3.55280 -1.49609
C: 0.35077 -3.60261 -2.63643
C: 0.92521 -2.24620 -3.02567
C: 1.90737 -1.61971 -2.04728
C: 3.15282 -2.46486 -1.75322
C: 3.65114 -2.50926 -0.30711
O: 2.95193 -1.49288 0.51466
S: 1.73732 -2.12698 1.28489
O: 0.48308 -1.71624 0.75506
O: 1.99452 -2.03356 2.68044
O: 1.98976 -3.60359 0.77630
C: 3.41536 -3.78104 0.51197
C: 3.75061 -5.06529 -0.26424
C: 2.56369 -5.88407 -0.80757
C: 4.32016 -3.71897 1.75494
C: 4.09590 -4.75827 2.88983
C: 2.85337 -5.64430 2.75297
C: 5.34522 -5.64430 3.12158
H: -1.64652 -0.15260 -1.05140
H: -1.93067 -0.33978 0.65450
H: -3.31814 -0.18215 -0.44626
H: -1.86902 -2.60250 0.35985
H: -3.30644 -2.52849 -0.65021
H: -0.14038 -3.46451 -0.53234
H: -1.23129 -4.49106 -1.46828
H: -0.12001 -4.03713 -3.52301
H: 1.12710 -4.30713 -2.32983
H: 1.37115 -2.30518 -4.02199
H: 0.09193 -1.54623 -3.10163
H: 1.36542 -1.35709 -1.14102
H: 2.22633 -0.67697 -2.49595
H: 3.97770 -2.04343 -2.33054
H: 3.00272 -3.47313 -2.13771
H: 4.69710 -2.21697 -0.30863
H: 4.34257 -5.71156 0.38214
H: 4.41116 -4.78772 -1.08740
H: 1.60929 -5.51681 -0.43360
H: 2.64756 -6.92780 -0.50774
H: 2.51937 -5.85405 -1.89656
H: 5.32061 -3.85668 1.33710
H: 4.31552 -2.72545 2.19675
H: 3.94476 -4.18287 3.80514
H: 2.96659 -6.37917 1.95438
H: 1.93662 -5.07822 2.61134
H: 2.73918 -6.21735 3.67740
H: 5.70117 -5.56303 4.14919
H: 5.10300 -6.69866 2.96748
H: 6.16190 -5.39729 2.44541
O: -0.11496 4.26838 5.60340
C: -0.25522 3.74282 4.51987
C: -0.83490 4.49539 3.38060
C: -1.00781 3.93487 2.18832
C: -0.61770 2.52104 1.95656
O: -0.77578 2.01092 0.86092
C: -0.03182 1.75873 3.09215
C: 0.14007 2.32945 4.28634
H: -1.11097 5.52364 3.58279
H: -1.43993 4.45494 1.33965
H: 0.24416 0.73053 2.88770
H: 0.56726 1.79825 5.12966
O: 6.82951 -3.07098 -1.65603
C: 7.55503 -2.10114 -1.74161
C: 7.38268 -0.92210 -0.85284
C: 8.17798 0.13873 -0.95252
C: 9.27200 0.18226 -1.95590
O: 10.00314 1.14392 -2.05664
C: 9.44727 -0.99422 -2.84425
C: 8.64973 -2.05392 -2.74285
H: 6.58353 -0.97691 -0.12400
H: 8.07399 1.00936 -0.31754
H: 10.25298 -0.92735 -3.56592
H: 8.75347 -2.92544 -3.37642
O: -1.49290 -3.88708 7.64530
C: -0.92503 -2.81991 7.53683
C: -1.32853 -1.65345 8.36310
C: -0.71700 -0.47909 8.24147
C: 0.39318 -0.29101 7.27320
O: 0.94879 0.78026 7.15441
C: 0.79872 -1.45698 6.45017
C: 0.18629 -2.63086 6.57287
H: -2.14330 -1.81879 9.05671
H: -0.99372 0.38875 8.82646
H: 1.60579 -1.29222 5.74980
H: 0.45904 -3.49478 5.97984
O: -5.49091 3.65055 7.07079
C: -5.09378 4.48440 6.28636
C: -3.83119 5.22985 6.52420
C: -3.39995 6.14591 5.66227
C: -4.15497 6.45645 4.42216
O: -3.75258 7.28289 3.63229
C: -5.41718 5.71017 4.18273
C: -5.85180 4.79723 5.04645
H: -3.29060 4.98058 7.42822
H: -2.47964 6.69635 5.81243
H: -5.94859 5.95307 3.27146
H: -6.76640 4.23833 4.89459
O: -5.31298 -2.64907 5.23267
C: -5.58436 -3.25933 6.24458
C: -6.93254 -3.16171 6.86272
C: -7.22865 -3.82574 7.97599
C: -6.22459 -4.69248 8.64797
O: -6.49827 -5.29468 9.66347
C: -4.87841 -4.78842 8.02917
C: -4.58277 -4.12668 6.91441
H: -7.64492 -2.52308 6.35611
H: -8.20166 -3.77102 8.44746
H: -4.15936 -5.41942 8.53564
H: -3.60747 -4.18177 6.45137
O: -3.04007 4.90676 -0.19838
C: -3.17078 4.37760 -1.28378
C: -3.74194 5.12008 -2.43521
C: -3.88910 4.54246 -3.62496
C: -3.48558 3.12763 -3.83855
O: -3.62140 2.59528 -4.92141
C: -2.91625 2.38735 -2.68708
C: -2.76481 2.96649 -1.49889
H: -4.02547 6.14930 -2.25080
H: -4.30358 5.07078 -4.47552
H: -2.63184 1.35799 -2.86943
H: -2.33638 2.45099 -0.64633
O: 7.85490 4.55000 -7.30044
C: 8.58678 3.66951 -6.90516
C: 9.33348 2.80510 -7.85626
C: 10.13274 1.83462 -7.42359
C: 10.31557 1.57691 -5.97166
O: 11.02707 0.67432 -5.58294
C: 9.57900 2.44595 -5.01730
C: 8.77358 3.41100 -5.45458
H: 9.18157 3.01202 -8.90793
H: 10.68117 1.18668 -8.09553
H: 9.73341 2.23902 -3.96382
H: 8.22217 4.05755 -4.78343
O: -0.73866 -1.41641 -7.69609
C: -1.88871 -1.09171 -7.90132
C: -2.54578 -0.02033 -7.11246
C: -3.80798 0.33146 -7.33968
C: -4.61439 -0.33343 -8.39413
O: -5.76520 -0.01693 -8.60532
C: -3.95757 -1.40705 -9.18617
C: -2.69542 -1.75739 -8.95812
H: -1.94403 0.45346 -6.34739
H: -4.29750 1.11048 -6.76950
H: -4.56552 -1.87718 -9.94871
H: -2.19439 -2.53511 -9.52048
O: -10.61946 7.27293 -3.57157
C: -9.47393 7.14697 -3.94203
C: -8.76116 8.25129 -4.63592
C: -7.50315 8.11162 -5.04317
C: -6.75817 6.84776 -4.81933
O: -5.60820 6.72663 -5.18929
C: -7.46859 5.74171 -4.12823
C: -8.72667 5.88104 -3.72110
H: -9.32571 9.16258 -4.78575
H: -6.96196 8.89984 -5.55063
H: -6.90744 4.82797 -3.97981
H: -9.26738 5.09101 -3.21588

2.
Below is a cluster of 9 separate species, C69H73F2N10O5PS in total in a non-equilibrium geometry, with properties calculated with ωB97M-V/def2-TZVPD.

Summary:
relative energy (zero: lowest compared OMol25 entry of this formula, charge and spin)	0.0	kcal per mole
structure (SMILES)	COCc1c(CCCCCN)c(Cc2ccccc2)c(F)c2c1Sc1c(CP(=O)(O)O)cc(CC(=O)F)cc1N2.c1ccncc1.c1ccncc1.c1ccncc1.c1ccncc1.c1ccncc1.c1ccncc1.c1ccncc1.c1ccncc1
LUMO energy	0.00910	Eh
charge	0
energy	-123431.6412	eV

Geometry (Å):
C: -1.42255 6.05841 0.40849
O: -0.75768 5.24034 -0.57794
C: -0.20914 4.10612 0.10219
C: -1.02719 2.78417 -0.07950
C: -1.85211 2.24208 1.03719
C: -1.95739 2.93946 2.43182
C: -1.02093 2.28069 3.54825
C: 0.07247 1.29771 2.96458
C: 1.15475 0.85623 4.05426
C: 1.19043 -0.71090 4.28110
N: 1.36497 -1.49862 3.01067
C: -2.61202 0.98713 0.84786
C: -3.55010 0.35142 1.95786
C: -5.02651 0.47872 1.39215
C: -5.99754 -0.61764 1.38883
C: -7.33403 -0.37246 0.79612
C: -7.73993 0.90035 0.20358
C: -6.74773 2.00739 0.22029
C: -5.41548 1.78099 0.80450
C: -2.52635 0.25406 -0.42692
F: -3.23936 -0.93076 -0.61387
C: -1.70489 0.79442 -1.52761
C: -0.98367 2.06509 -1.34875
S: -0.04671 2.63397 -2.81258
C: 0.63108 1.03912 -3.40403
C: 1.97852 0.93018 -3.95500
C: 2.83095 2.22628 -4.07479
P: 4.18430 2.38632 -2.80505
O: 3.68041 2.67769 -1.43026
O: 5.24850 1.11041 -2.87494
O: 5.07581 3.75334 -3.25988
C: 2.43227 -0.41479 -4.35647
C: 1.53179 -1.58074 -4.19462
C: 2.15206 -2.96974 -4.61179
C: 1.50049 -4.17344 -3.87017
O: 1.64510 -4.41924 -2.71606
F: 0.70759 -5.08580 -4.58360
C: 0.15304 -1.45538 -3.67667
C: -0.30258 -0.11038 -3.27086
N: -1.63969 0.03611 -2.75677
H: -1.74658 7.04697 -0.03431
H: -0.75483 6.32033 1.27791
H: -2.34158 5.47984 0.73617
H: -0.08964 4.25905 1.21805
H: 0.84086 3.88772 -0.26856
H: -3.02526 2.83080 2.79311
H: -1.79678 4.05334 2.34915
H: -1.60884 1.69520 4.31456
H: -0.48903 3.09283 4.13347
H: 0.61717 1.83126 2.13741
H: -0.40713 0.36820 2.54989
H: 0.98145 1.37193 5.03754
H: 2.20214 1.14534 3.72888
H: 2.03419 -1.03729 4.95953
H: 0.18266 -0.99458 4.70858
H: 1.64291 -0.81997 2.29361
H: 0.43833 -1.85611 2.75908
H: -3.42722 0.87491 2.93784
H: -3.28351 -0.73794 1.99788
H: -5.71173 -1.60906 1.80863
H: -8.08975 -1.20163 0.75671
H: -8.73932 1.07642 -0.26686
H: -7.00720 3.00414 -0.21099
H: -4.70971 2.65397 0.74938
H: 3.33803 2.25548 -5.09117
H: 2.22580 3.18121 -4.02295
H: 6.11150 1.49939 -3.12133
H: 4.64652 4.15000 -4.04737
H: 3.46446 -0.58342 -4.76900
H: 2.17594 -3.13826 -5.71934
H: 3.22861 -2.93177 -4.26448
H: -0.53220 -2.33588 -3.55431
H: -2.13113 -0.85469 -2.68210
C: 0.91268 5.44424 8.02338
C: 1.23772 5.20284 6.69837
C: 0.55627 5.90348 5.71768
N: -0.40382 6.80009 5.97256
C: -0.70206 7.01545 7.25908
C: -0.07730 6.37010 8.31501
H: 1.42457 4.91700 8.82029
H: 2.00375 4.48727 6.42957
H: 0.77979 5.74926 4.66732
H: -1.48511 7.74545 7.43650
H: -0.35845 6.58592 9.33769
C: 1.03548 7.41321 -6.71264
C: 0.95740 7.71056 -5.36133
C: 1.05721 6.66811 -4.45351
N: 1.22115 5.38821 -4.80579
C: 1.29162 5.12571 -6.11649
C: 1.20692 6.09447 -7.10319
H: 0.96306 8.20066 -7.45378
H: 0.82259 8.72820 -5.01906
H: 1.00506 6.85065 -3.38531
H: 1.42177 4.07849 -6.37286
H: 1.27239 5.82415 -8.14909
C: 3.57201 -6.44201 -0.61177
C: 4.40528 -7.15054 0.23793
C: 5.68876 -7.44352 -0.19645
N: 6.17015 -7.08557 -1.39275
C: 5.34472 -6.40389 -2.19617
C: 4.04686 -6.05736 -1.85451
H: 2.56185 -6.19146 -0.30900
H: 4.06778 -7.46771 1.21625
H: 6.38037 -7.99252 0.43437
H: 5.76052 -6.12811 -3.16028
H: 3.42590 -5.50476 -2.53988
C: 6.07439 -4.19241 2.29357
C: 6.62274 -4.89264 3.35621
C: 6.10750 -4.66738 4.62314
N: 5.11269 -3.80993 4.88149
C: 4.60094 -3.14453 3.83845
C: 5.04216 -3.29966 2.53347
H: 6.44815 -4.34084 1.28664
H: 7.43065 -5.59726 3.20583
H: 6.50090 -5.19341 5.48694
H: 3.79730 -2.45539 4.07673
H: 4.58980 -2.73648 1.72751
C: 4.42058 -7.41487 -7.29542
C: 4.87795 -6.19094 -7.75842
C: 4.04642 -5.09012 -7.63129
N: 2.82298 -5.13883 -7.09007
C: 2.40235 -6.33214 -6.65191
C: 3.15805 -7.49164 -6.72913
H: 5.04165 -8.29947 -7.37530
H: 5.85778 -6.09288 -8.20739
H: 4.36145 -4.11047 -7.97598
H: 1.40965 -6.34253 -6.22159
H: 2.76804 -8.42961 -6.35625
C: 6.25226 3.51504 3.53395
C: 5.89307 3.92303 4.80935
C: 4.61355 4.41760 5.00325
N: 3.70119 4.52942 4.02762
C: 4.07389 4.13000 2.80530
C: 5.32657 3.61788 2.50795
H: 7.24347 3.12101 3.34189
H: 6.58993 3.85800 5.63493
H: 4.28527 4.74560 5.98431
H: 3.31749 4.23320 2.03408
H: 5.57037 3.30881 1.49968
C: -7.14218 -3.77234 -1.76889
C: -7.08898 -4.37512 -3.01610
C: -5.94917 -4.19403 -3.78308
N: -4.89650 -3.46737 -3.39181
C: -4.97231 -2.89376 -2.18431
C: -6.06356 -3.01585 -1.33986
H: -8.01580 -3.89082 -1.13783
H: -7.91282 -4.97243 -3.38509
H: -5.85909 -4.64817 -4.76440
H: -4.10590 -2.30969 -1.89563
H: -6.06893 -2.53131 -0.37389
C: -11.15442 -2.51908 4.64153
C: -11.14415 -3.14516 3.40539
C: -10.03571 -2.97093 2.59229
N: -8.97364 -2.22970 2.92870
C: -9.00791 -1.63420 4.12552
C: -10.06559 -1.74711 5.01396
H: -12.00211 -2.63128 5.30748
H: -11.97683 -3.75495 3.07962
H: -9.98013 -3.44344 1.61675
H: -8.13471 -1.03802 4.37028
H: -10.03773 -1.24358 5.97146

Computed M (g/mol) in order:
1295.33 1223.44
Computed HOMO energy (Eh) in order:
-0.3406 -0.2805